(1)
The following is a DFT calculation (ωB97M-V/def2-TZVPD) of one molecule with the formula C3H3N2PS.

Output
max |F|: 2.259 eV/A
energy above the lowest of the compared OMol25 structures with the same formula, charge and spin: 77.7 kcal/mol
lowest unoccupied orbital energy (alpha / beta): -0.0910 / -0.0774 Ha
electronic energy: -26260.1638 eV
HOMO energy (alpha / beta): -7.6 / -8.0 eV
Kohn-Sham gap (alpha / beta): 5.145 / 5.883 eV

Each line ends with the Löwdin charge.
Positions of all 10 atoms, in Å:
C: 0.1078 0.8056 -0.4758  -0.09
C: 0.0171 1.1921 0.9015  -0.26
C: 0.0642 -0.4562 -1.0101  -0.94
N: -0.3568 0.5402 1.9276  0.10
N: 0.0847 -1.6084 -0.3273  -0.51
P: 0.2044 -3.0516 0.0415  0.96
S: 0.0103 -0.8261 -2.6786  0.52
H: 0.2273 1.5950 -1.2029  0.10
H: 0.2839 2.2290 1.0926  0.10
H: -0.6429 -0.4197 1.7314  0.02

=====

(2)
The following is a DFT calculation (ωB97M-V/def2-TZVPD) of an isolated ion of composition C3H3N2S2 and charge -1.

Output
max |F|: 4.387 eV/A
energy above the lowest of the compared OMol25 structures with the same formula, charge and spin: 12.8 kcal/mol
lowest unoccupied orbital energy: 0.1237 Ha
total charge: -1
electronic energy: -27810.3332 eV
HOMO energy: -2.8 eV
SMILES: Cc1snnc1[S-]
Kohn-Sham gap: 6.121 eV

Each line ends with the Löwdin charge.
Positions of all 10 atoms, in Å:
C: -0.7841 -0.7721 -0.9785  -0.19
C: -0.3082 0.1862 0.0528  -0.62
S: -1.1664 1.4928 0.8184  0.85
N: 0.2152 1.8925 1.7186  -0.41
N: 1.2211 1.1782 1.4892  -0.15
C: 1.1089 0.2484 0.5050  -0.99
S: 2.3380 -0.7994 0.1101  0.36
H: 0.1149 -1.1773 -1.3885  0.00
H: -1.2782 -1.8075 -0.5552  0.12
H: -1.4611 -0.4418 -1.7719  0.05

=====

(3)
The following is a DFT calculation (ωB97M-V/def2-TZVPD) of an isolated ion of composition C3H3N2S3 and charge -1.

Output
max |F|: 4.510 eV/A
energy above the lowest of the compared OMol25 structures with the same formula, charge and spin: 44.0 kcal/mol
lowest unoccupied orbital energy: 0.1149 Ha
total charge: -1
electronic energy: -38645.2844 eV
HOMO energy: -3.5 eV
SMILES: CN(N=C=S)C(=S)[S-]
Kohn-Sham gap: 6.579 eV

Each line ends with the Löwdin charge.
Positions of all 11 atoms, in Å:
C: -0.0111 0.1158 -0.0452  -0.19
N: 1.3543 0.3745 -0.0946  -0.31
N: 2.1644 -0.7178 0.0494  0.03
C: 3.3400 -0.9647 -0.0449  -0.87
S: 4.6998 -1.7549 0.0202  0.58
C: 1.9138 1.6257 -0.0221  -1.32
S: 0.7526 2.8881 0.0666  0.38
S: 3.5623 1.9071 -0.0313  0.48
H: -0.4369 -0.4148 -1.0393  0.11
H: -0.1261 -0.4459 0.8955  0.08
H: -0.6800 1.1192 -0.0754  0.03

=====

(4)
The following is a DFT calculation (ωB97M-V/def2-TZVPD) of C3H3N3 as an isolated structure.

Output
max |F|: 3.922 eV/A
energy above the lowest of the compared OMol25 structures with the same formula, charge and spin: 144.4 kcal/mol
lowest unoccupied orbital energy (alpha / beta): -0.0661 / -0.0823 Ha
electronic energy: -7623.2881 eV
HOMO energy (alpha / beta): -9.9 / -9.8 eV
Kohn-Sham gap (alpha / beta): 8.067 / 7.538 eV

Each line ends with the Löwdin charge.
Positions of all 9 atoms, in Å:
C: 0.5670 -1.3949 0.0633  -0.38
C: 0.4782 -2.5210 1.0819  0.08
C: -0.0758 -0.0440 0.0074  -0.04
N: 1.2371 -3.5168 0.9661  0.00
N: 1.5743 -3.2609 -0.2604  -0.01
N: 1.2296 -2.0303 -0.8161  0.06
H: 0.7348 0.5875 0.5586  0.13
H: -0.2277 0.1245 -1.0646  0.08
H: -1.0578 -0.2953 0.4767  0.09

=====

(5)
The following is a DFT calculation (ωB97M-V/def2-TZVPD) of one molecule with the formula C3H3N3O.

Output
max |F|: 0.890 eV/A
energy above the lowest of the compared OMol25 structures with the same formula, charge and spin: 100.7 kcal/mol
lowest unoccupied orbital energy: -0.0131 Ha
electronic energy: -9673.0876 eV
HOMO energy: -10.0 eV
Kohn-Sham gap: 9.689 eV

Each line ends with the Löwdin charge.
Positions of all 10 atoms, in Å:
N: -0.8643 -1.0180 0.5789  0.00
C: 0.0118 -0.0909 0.9869  -0.07
N: -1.6401 -0.6560 -0.5091  0.05
N: -1.2934 0.4990 -0.8634  0.04
O: 1.4718 -0.6860 -1.1029  0.09
C: 1.2952 0.2052 -0.3293  -0.25
C: -0.2391 0.9032 -0.0118  -0.26
H: -0.9365 -1.9738 0.8963  0.14
H: 2.0613 0.8878 0.0623  0.13
H: -0.0043 1.9609 0.0488  0.13

=====

(6)
The following is a DFT calculation (ωB97M-V/def2-TZVPD) of one molecule with the formula C3H3N3O.

Output
max |F|: 1.623 eV/A
energy above the lowest of the compared OMol25 structures with the same formula, charge and spin: 32.2 kcal/mol
lowest unoccupied orbital energy: 0.0045 Ha
electronic energy: -9676.0560 eV
HOMO energy: -9.9 eV
SMILES: Oc1cnncn1
Kohn-Sham gap: 9.982 eV

Each line ends with the Löwdin charge.
Positions of all 10 atoms, in Å:
O: -1.3349 0.4410 -1.5561  0.10
C: -0.5806 0.1390 -0.5035  -0.40
C: -0.8301 -0.9192 0.3886  -0.05
N: 0.0491 -1.2122 1.3314  0.03
N: 1.2176 -0.5511 1.3954  0.03
C: 1.3598 0.4638 0.5538  -0.20
N: 0.4748 0.8871 -0.3420  0.13
H: -0.8534 1.1899 -1.9624  0.13
H: -1.7431 -1.5031 0.3225  0.12
H: 2.2408 1.0649 0.3723  0.11

=====

- The highest energy above the lowest of the compared OMol25 structures with the same formula, charge and spin belongs to which entry?
  C3H3N3

=====

- The highest energy above the lowest of the compared OMol25 structures with the same formula, charge and spin belongs to which entry?
  C3H3N3

=====

- What is the formula in the fifth record?
  C3H3N3O